(one)
DFT (ωB97M-V/def2-TZVPD) results for a single C3H7ClOS molecule.

Output
- Orbital gap: 0.36337 Eh
- E_LUMO: 0.7 eV
- HOMO energy: -9.169 eV

```
! wB97M-V def2-TZVPD RIJCOSX def2/J DEFGRID3
* xyz 0 1
C 1.198 -0.881 0.525
C 0.455 0.443 0.468
C -0.729 0.370 -0.501
O -0.691 1.122 -1.617
S -2.420 0.805 0.558
Cl 1.591 1.746 -0.052
H 1.455 -1.220 -0.476
H 2.111 -0.784 1.108
H 0.559 -1.622 0.997
H 0.123 0.739 1.465
H -0.958 -0.659 -0.776
H -0.220 1.955 -1.438
H -2.433 2.090 0.211
*
```

Atomic partial charges in e from the Löwdin method, atoms 1 to 8: number 1, C, carries -0.1256; number 2, C, carries -0.7172; number 3, C, carries -0.6397; number 4, O, carries -0.0856; number 5, S, carries 0.6339; number 6, Cl, carries 0.6455; number 7, H, carries 0.0869; number 8, H, carries 0.0739



(two)
DFT (ωB97M-V/def2-TZVPD) results for a single C3H7ClOS molecule.

Output
- Orbital gap: 0.37233 Eh
- E_LUMO: 0.6 eV
- HOMO energy: -9.484 eV

```
! wB97M-V def2-TZVPD RIJCOSX def2/J DEFGRID3
* xyz 0 1
C 1.403 0.063 -0.280
C 0.105 -0.030 0.525
C -1.207 0.321 -0.186
H 1.044 -1.984 -1.380
H 2.216 -0.273 0.287
H 1.464 1.130 -0.553
H 0.126 0.608 1.385
H -1.596 -0.545 -0.706
H -1.075 1.114 -0.914
H -1.760 1.294 1.484
O -2.103 0.622 0.858
S 1.322 -0.731 -1.943
Cl 0.062 -1.590 1.423
*
```

Atomic partial charges in e from the Löwdin method, atoms 1 to 8: number 1, C, carries -0.5715; number 2, C, carries -0.7382; number 3, C, carries -0.2986; number 4, H, carries -0.1083; number 5, H, carries 0.0425; number 6, H, carries 0.0769; number 7, H, carries 0.0708; number 8, H, carries 0.1131



(one) ends up most stable, edging out the next structure by 0.109 eV.



(one)
DFT (ωB97M-V/def2-TZVPD) results for a molecular structure, C2H3FO2.

Output
- Orbital gap: 0.35599 Eh
- E_LUMO: -1.1 eV
- HOMO energy: -10.758 eV

```
! wB97M-V def2-TZVPD RIJCOSX def2/J DEFGRID3
* xyz 0 1
C -1.074 -0.107 -0.352
C 0.063 -0.251 0.511
O -2.003 0.608 -0.129
O 1.388 0.367 -0.610
F 2.327 1.202 -0.014
H -1.086 -0.789 -1.354
H 0.379 -1.298 0.533
H 0.006 0.266 1.414
*
```

Population analysis type Löwdin, resulting atomic charges in e: number 1, C, carries -0.3240; number 2, C, carries 0.0642; number 3, O, carries 0.0916; number 4, O, carries -0.0962; number 5, F, carries -0.1151; number 6, H, carries 0.1692; number 7, H, carries 0.1139; number 8, H, carries 0.0964



(two)
DFT (ωB97M-V/def2-TZVPD) results for a molecular structure, C2H3FO2.

Output
- Orbital gap: 0.33601 Eh
- E_LUMO: -0.1 eV
- HOMO energy: -9.200 eV

```
! wB97M-V def2-TZVPD RIJCOSX def2/J DEFGRID3
* xyz 0 1
C 1.241 -0.095 -0.204
C -0.762 0.018 -0.339
O 1.382 -0.992 0.608
O -1.041 0.903 0.498
F -1.572 -1.018 -0.387
H 1.460 -0.348 -1.240
H 1.148 0.942 -0.111
H -1.855 0.590 1.176
*
```

Population analysis type Löwdin, resulting atomic charges in e: number 1, C, carries -0.3096; number 2, C, carries -0.2505; number 3, O, carries -0.0483; number 4, O, carries 0.1133; number 5, F, carries 0.1100; number 6, H, carries 0.0862; number 7, H, carries 0.0579; number 8, H, carries 0.2410



(two) ends up most stable, edging out the next structure by 2.047 eV.



(one)
DFT (ωB97M-V/def2-TZVPD) results for a single C5H5ClN2O2 molecule.

Output
- Orbital gap: 0.32445 Eh
- E_LUMO: -0.6 eV
- HOMO energy: -9.400 eV

```
! wB97M-V def2-TZVPD RIJCOSX def2/J DEFGRID3
* xyz 0 1
C -0.190 1.414 0.658
C -1.114 1.206 -0.293
C 0.558 0.379 1.338
C -1.548 -0.089 -0.775
C 1.216 -0.632 0.760
N -0.797 -1.102 -0.824
N 1.526 -0.685 -0.676
O 1.512 0.366 -1.270
O 1.900 -1.740 -1.120
Cl 1.927 -1.918 1.631
H -0.052 2.412 1.053
H -1.671 2.051 -0.674
H 0.544 0.426 2.421
H -2.600 -0.114 -1.087
H -1.211 -1.973 -1.142
*
```

Atomic partial charges in e from the Löwdin method, atoms 1 to 8: number 1, C, carries -0.0790; number 2, C, carries -0.0817; number 3, C, carries -0.0926; number 4, C, carries -0.2015; number 5, C, carries -0.6190; number 6, N, carries 0.1330; number 7, N, carries -0.4665; number 8, O, carries 0.0803



(two)
DFT (ωB97M-V/def2-TZVPD) results for a single C5H5ClN2O2 molecule.

Output
- Orbital gap: 0.35733 Eh
- E_LUMO: 0.4 eV
- HOMO energy: -9.346 eV

```
! wB97M-V def2-TZVPD RIJCOSX def2/J DEFGRID3
* xyz 0 1
C 0.746 -2.246 -0.129
C -0.492 -1.378 -0.485
C -0.326 0.112 -0.228
C -0.415 1.175 -1.066
C 0.019 1.802 1.014
H 0.820 -1.180 1.454
H -1.251 -1.767 0.210
H -0.791 -1.583 -1.502
H -0.562 1.286 -2.107
H -0.319 3.219 -0.493
N -0.141 2.243 -0.244
N -0.026 0.538 1.077
O 1.257 -1.987 1.065
O 1.205 -3.141 -0.821
Cl 0.275 2.907 2.255
*
```

Atomic partial charges in e from the Löwdin method, atoms 1 to 8: number 1, C, carries -0.5210; number 2, C, carries -0.0258; number 3, C, carries -0.2498; number 4, C, carries -0.0253; number 5, C, carries -0.8729; number 6, H, carries 0.0954; number 7, H, carries 0.1329; number 8, H, carries 0.1180



(two) ends up most stable, edging out the next structure by 5.588 eV.



(one)
DFT (ωB97M-V/def2-TZVPD) results for 7 unconnected molecules or ions with the total composition H14O6S.

Output
- Orbital gap: 0.36323 Eh
- E_LUMO: 0.2 eV
- HOMO energy: -9.655 eV

```
! wB97M-V def2-TZVPD RIJCOSX def2/J DEFGRID3
* xyz 0 1
S 0.780 -1.629 3.211
H 1.953 -2.053 3.424
H 0.688 -0.772 4.208
H 0.693 0.191 -1.136
H 2.141 0.024 -0.497
O 1.195 -0.266 -0.434
H -0.915 2.143 1.150
H 0.167 0.868 0.980
O -0.285 1.534 1.593
H -0.288 -2.943 -1.330
H -0.262 -1.807 -0.236
O -0.898 -2.365 -0.707
H -2.100 0.789 -1.603
H -1.554 -0.826 -1.383
O -1.388 0.085 -1.750
H 2.073 2.936 -0.333
H 3.113 4.080 -0.331
O 3.050 3.149 -0.583
H -2.386 0.227 -3.713
H -3.744 0.008 -3.767
O -3.181 0.764 -3.969
*
```

Atomic partial charges in e from the Löwdin method, atoms 1 to 8: number 1, S, carries 0.5439; number 2, H, carries -0.2809; number 3, H, carries -0.2173; number 4, H, carries 0.0326; number 5, H, carries 0.0861; number 6, O, carries -0.0939; number 7, H, carries 0.0390; number 8, H, carries 0.0136



(two)
DFT (ωB97M-V/def2-TZVPD) results for 7 unconnected molecules or ions with the total composition H14O6S.

Output
- Orbital gap: 0.37369 Eh
- E_LUMO: 0.4 eV
- HOMO energy: -9.804 eV

```
! wB97M-V def2-TZVPD RIJCOSX def2/J DEFGRID3
* xyz 0 1
S 4.064 0.428 -1.365
H 4.208 -0.325 -0.278
H 3.854 -0.627 -2.157
H 1.825 1.874 -0.749
H 0.701 2.876 -0.429
O 0.942 1.944 -0.361
H -0.563 -2.910 -0.285
H -0.978 -1.666 0.434
O -0.588 -1.945 -0.412
H 1.049 0.063 1.880
H 0.264 1.286 1.475
O 0.217 0.512 2.058
H -1.183 -0.805 2.445
H -2.416 -1.506 3.020
O -1.952 -1.350 2.193
H 0.201 0.274 -2.378
H 0.679 -1.051 -1.813
O 0.871 -0.405 -2.506
H -4.472 1.030 -0.039
H -3.079 0.802 -0.541
O -3.645 1.501 -0.192
*
```

Atomic partial charges in e from the Löwdin method, atoms 1 to 8: number 1, S, carries 0.5263; number 2, H, carries -0.2181; number 3, H, carries -0.1998; number 4, H, carries -0.0177; number 5, H, carries 0.0565; number 6, O, carries -0.0658; number 7, H, carries 0.0593; number 8, H, carries 0.0006



(two) ends up most stable, edging out the next structure by 0.855 eV.



(one)
DFT (ωB97M-V/def2-TZVPD) results for a gas-phase ion, CH4ClN2 (charge +1).

Output
- Orbital gap: 0.46203 Eh
- E_LUMO: -4.2 eV
- HOMO energy: -16.743 eV

```
! wB97M-V def2-TZVPD RIJCOSX def2/J DEFGRID3
* xyz 1 1
C -0.377 0.000 0.000
N 0.246 -1.155 0.000
N 0.246 1.155 0.000
Cl -2.080 0.000 0.000
H 1.257 -1.222 0.000
H -0.275 -2.022 0.000
H 1.257 1.222 0.000
H -0.275 2.022 0.000
*
```

Population analysis type Löwdin, resulting atomic charges in e: number 1, C, carries -0.7901; number 2, N, carries 0.1750; number 3, N, carries 0.1750; number 4, Cl, carries 0.8619; number 5, H, carries 0.1510; number 6, H, carries 0.1381; number 7, H, carries 0.1510; number 8, H, carries 0.1381



(two)
DFT (ωB97M-V/def2-TZVPD) results for a molecular structure, CH4ClN2.

Output
- Orbital gap: 0.48807 Eh
- E_LUMO: -3.6 eV
- HOMO energy: -16.910 eV

```
! wB97M-V def2-TZVPD RIJCOSX def2/J DEFGRID3
* xyz 1 1
C -1.730 1.759 -2.512
N -0.021 -0.193 0.165
N -1.031 1.239 -1.763
Cl -2.708 2.625 -3.370
H -0.527 -0.749 0.806
H 0.548 -0.782 -0.440
H 0.573 0.447 0.683
H -0.581 0.736 -0.658
*
```

Population analysis type Löwdin, resulting atomic charges in e: number 1, C, carries -0.7034; number 2, N, carries 0.1389; number 3, N, carries 0.1781; number 4, Cl, carries 0.9799; number 5, H, carries 0.0884; number 6, H, carries 0.1114; number 7, H, carries 0.1051; number 8, H, carries 0.1016



(one) ends up most stable, edging out the next structure by 1.638 eV.



(one)
DFT (ωB97M-V/def2-TZVPD) results for 3 unconnected molecules or ions with the total composition C4H10O3.

Output
- Orbital gap (alpha / beta): 0.34007 / 0.24090 Eh
- E_LUMO (alpha / beta): -5.7 / -8.4 eV
- HOMO energy (alpha / beta): -14.973 / -14.972 eV

```
! wB97M-V def2-TZVPD RIJCOSX def2/J DEFGRID3
* xyz 1 2
C 0.729 0.907 -1.955
C 0.891 0.910 -0.573
O 0.361 1.847 0.189
C 1.262 -0.373 0.027
C 1.295 -0.671 1.350
H 0.497 1.767 -2.573
H 0.928 0.015 -2.533
H 0.360 1.497 1.095
H 1.554 -1.069 -0.749
H 0.789 -0.124 2.140
H 1.790 -1.599 1.609
H -2.370 -1.796 -1.132
H -0.885 -1.368 -0.898
O -1.759 -1.470 -0.479
H -1.609 -0.204 1.211
H -1.873 1.301 1.423
O -1.961 0.428 1.847
*
```

Atomic partial charges in e from the Löwdin method, atoms 1 to 8: number 1, C, carries 0.2752; number 2, C, carries -0.2836; number 3, O, carries 0.1770; number 4, C, carries -0.0716; number 5, C, carries 0.1842; number 6, H, carries 0.1182; number 7, H, carries 0.1094; number 8, H, carries 0.1161



(two)
DFT (ωB97M-V/def2-TZVPD) results for 3 unconnected molecules or ions with the total composition C4H10O3.

Output
- Orbital gap (alpha / beta): 0.31995 / 0.22948 Eh
- E_LUMO (alpha / beta): -5.8 / -8.3 eV
- HOMO energy (alpha / beta): -14.500 / -14.499 eV

```
! wB97M-V def2-TZVPD RIJCOSX def2/J DEFGRID3
* xyz 1 2
C -2.824 -0.748 -0.247
C -1.574 -0.182 -0.304
O -0.794 -0.572 -1.375
C -1.055 0.769 0.576
C -0.039 1.623 0.250
H -3.098 -1.524 -0.955
H -3.598 -0.414 0.436
H -0.678 0.193 -1.955
H -1.552 0.791 1.550
H 0.815 1.398 -0.411
H 0.108 2.591 0.740
H 1.003 -1.844 0.196
H 2.394 -2.330 -0.176
O 1.923 -1.786 0.480
H 2.515 0.020 0.435
H 3.494 1.224 0.722
O 2.958 0.789 0.037
*
```

Atomic partial charges in e from the Löwdin method, atoms 1 to 8: number 1, C, carries 0.2770; number 2, C, carries -0.3187; number 3, O, carries 0.0668; number 4, C, carries -0.0212; number 5, C, carries 0.2175; number 6, H, carries 0.1182; number 7, H, carries 0.1143; number 8, H, carries 0.1399



(one) ends up most stable, edging out the next structure by 0.054 eV.